one) ORCA calculation (ωB97M-V/def2-TZVPD) on an isolated molecule of C3H5ClNOP.

XYZ file:
```
12
Properties=species:S:1:pos:R:3:lowdin_charge:R:1
C -0.645 0.111 0.542 -0.267
C 0.586 0.264 0.144 -0.142
C 1.776 0.788 0.998 -0.075
N -1.766 -0.391 -0.132 -0.196
O -0.777 -1.433 -2.443 -0.337
P -1.779 -0.817 -1.608 0.279
Cl -3.566 -1.626 -1.820 0.380
H -0.863 0.324 1.539 0.087
H 0.999 -0.032 -0.812 0.089
H 2.426 0.086 1.465 0.058
H 1.224 1.311 1.764 0.060
H 2.385 1.415 0.364 0.065
```

Computed properties:
2S+1 ... 1
Lowest unoccupied orbital energy (spin up / spin down) ... -1.47 / -1.47 eV

=====

two) ORCA calculation (ωB97M-V/def2-TZVPD) on an isolated molecule of C3H5ClNOP.

XYZ file:
```
12
Properties=species:S:1:pos:R:3:lowdin_charge:R:1
C 1.887 0.501 0.301 -0.106
C 0.904 -0.452 -0.282 -0.314
O -0.482 -0.083 0.153 -0.476
P -1.810 -0.323 -0.864 0.538
Cl -2.399 1.565 -1.368 0.224
C -2.908 -0.574 0.527 -0.474
N -3.653 -0.879 1.302 0.106
H 2.118 1.430 -0.239 0.078
H 1.381 0.698 1.352 0.124
H 2.801 -0.056 0.605 0.079
H 1.305 -1.446 -0.065 0.109
H 0.856 -0.382 -1.422 0.112
```

Computed properties:
2S+1 ... 1
Lowest unoccupied orbital energy ... 0.37 eV
SMILES ... CCOP(Cl)C#N

=====

What should be chosen as the least stable of them? Choose one).

=====

one) ORCA calculation (ωB97M-V/def2-TZVPD) on a cluster of 2 separate species, C6H7B in total.

XYZ file:
```
14
Properties=species:S:1:pos:R:3:lowdin_charge:R:1
B 0.428 -0.612 0.215 -0.003
C 0.830 -3.330 0.420 0.179
C 0.292 -2.183 0.205 -0.347
C -0.964 -1.615 -0.388 -0.025
C -1.047 -0.313 0.128 -0.191
C 3.027 1.615 -0.040 0.120
C -2.129 0.696 0.155 -0.086
H -1.665 -2.197 -1.080 0.161
H 3.223 1.018 -0.772 -0.088
H 2.860 1.438 0.991 -0.023
H 2.471 2.489 -0.265 -0.022
H -3.081 0.434 0.804 0.118
H -2.527 0.918 -0.964 0.130
H -1.717 1.643 0.591 0.076
```

Computed properties:
2S+1 ... 1
Lowest unoccupied orbital energy (spin up / spin down) ... -0.89 / -0.37 eV

=====

two) ORCA calculation (ωB97M-V/def2-TZVPD) on a structure of composition C6H7B.

XYZ file:
```
14
Properties=species:S:1:pos:R:3:lowdin_charge:R:1
B 0.699 0.507 -0.117 -0.378
C 0.283 2.937 2.459 0.054
C 0.056 1.378 0.997 -0.078
C -1.172 0.731 0.652 -0.008
C -0.516 -0.431 0.196 -0.151
C 1.667 0.559 -1.292 -0.010
C -0.966 -1.817 0.203 -0.076
H -2.140 0.969 0.682 0.077
H 2.675 0.578 -0.912 0.064
H 1.472 1.585 -1.659 0.088
H 1.461 -0.276 -2.002 0.081
H -0.743 -2.348 1.228 0.124
H -0.616 -2.452 -0.673 0.092
H -2.161 -1.922 0.240 0.120
```

Computed properties:
2S+1 ... 1
Lowest unoccupied orbital energy (spin up / spin down) ... -0.17 / -0.17 eV

=====

What should be chosen as the least stable of them? Choose two).

=====

one) ORCA calculation (ωB97M-V/def2-TZVPD) on the ion C3H4N2S with charge +2.

XYZ file:
```
10
Properties=species:S:1:pos:R:3:lowdin_charge:R:1
C 2.102 2.485 1.303 0.265
C 0.963 0.401 0.617 -0.237
C -0.257 0.450 -0.224 0.101
N 1.365 1.629 1.063 0.067
N 1.765 -0.608 0.954 -0.199
S 3.263 -0.419 1.648 1.396
H -1.186 0.916 0.277 0.203
H -0.624 -0.441 -0.490 0.066
H -0.200 1.087 -1.099 0.158
H 1.362 -1.424 0.485 0.181
```

Computed properties:
2S+1 ... 1
Charge ... +2
Lowest unoccupied orbital energy (spin up / spin down) ... -15.44 / -15.44 eV

=====

two) ORCA calculation (ωB97M-V/def2-TZVPD) on the ion C3H4N2S with charge +2.

XYZ file:
```
10
Properties=species:S:1:pos:R:3:lowdin_charge:R:1
C 1.332 -0.802 2.081 0.279
C 0.531 -0.069 1.115 -0.002
N -0.090 -0.038 -0.197 0.279
C -0.676 0.258 -1.216 -0.017
N -1.247 0.459 -2.352 -0.287
S -2.361 1.616 -2.786 1.221
H 1.580 -0.278 2.991 0.109
H 1.647 -1.831 1.927 0.103
H 0.234 0.905 1.517 0.132
H -0.949 -0.220 -3.080 0.184
```

Computed properties:
2S+1 ... 1
Charge ... +2
Lowest unoccupied orbital energy (spin up / spin down) ... -14.02 / -14.03 eV
SMILES ... C=C[N+]#C[NH+]=S

=====

What should be chosen as the least stable of them? Choose one).

=====

one) ORCA calculation (ωB97M-V/def2-TZVPD) on a structure of composition C20H21N3O4S.

XYZ file:
```
49
Properties=species:S:1:pos:R:3:lowdin_charge:R:1
O 0.664 3.528 1.820 -0.232
S 0.938 2.215 2.066 0.553
O 1.659 1.893 3.190 -0.223
N 1.880 1.696 0.730 -0.217
C 2.770 0.805 1.066 -0.339
C 3.888 0.380 -0.029 0.001
H 4.810 1.005 0.153 0.122
H 4.183 -0.613 -0.167 0.081
C 3.186 0.642 -1.570 -0.221
C 2.008 -0.378 -1.657 -0.129
N 2.238 -1.581 -2.587 0.195
C 1.024 -2.064 -2.490 -0.331
C 0.406 -3.086 -2.872 -0.156
C -0.783 -3.788 -2.659 -0.030
C -1.637 -2.882 -1.822 -0.048
C -1.078 -1.852 -1.051 -0.091
C 0.057 -1.316 -1.304 -0.096
N 0.890 -0.299 -0.981 0.176
H 0.482 0.379 -0.538 0.074
H -1.729 -1.361 -0.422 0.064
H -2.579 -3.278 -1.589 0.063
H -0.996 -4.737 -3.039 0.070
H 1.163 -3.943 -3.649 0.182
C 2.790 1.908 -1.502 -0.321
C 2.453 2.710 -0.476 -0.113
H 3.380 3.001 0.172 0.152
H 1.760 3.618 -0.079 0.171
H 1.705 1.969 -2.256 0.213
H 3.493 2.611 -2.042 0.168
H 3.875 0.342 -2.189 0.086
H 3.414 0.789 1.838 0.076
H 2.253 -0.187 1.168 0.129
C -0.378 1.157 1.964 -0.247
C -1.418 1.714 1.253 -0.001
C -2.537 0.878 1.152 -0.098
C -2.632 -0.528 1.745 -0.209
C -1.624 -0.651 2.517 -0.066
C -0.323 -0.167 2.857 0.121
H 0.461 -0.285 3.284 -0.010
H -1.475 -1.784 3.152 0.210
O -3.795 -1.213 2.047 0.046
C -4.684 -0.656 1.435 -0.333
C -4.446 0.267 0.083 -0.158
H -5.375 0.825 -0.268 0.151
O -3.489 1.271 0.184 -0.032
H -4.308 -0.498 -0.629 0.095
H -5.719 -1.257 1.288 0.156
H -5.422 0.267 2.209 0.185
H -1.400 2.533 0.495 0.163
```

Computed properties:
2S+1 ... 1
Lowest unoccupied orbital energy ... -0.68 eV

=====

two) ORCA calculation (ωB97M-V/def2-TZVPD) on an isolated molecule of C20H21N3O4S.

XYZ file:
```
49
Properties=species:S:1:pos:R:3:lowdin_charge:R:1
C 2.533 1.327 -1.934 -0.070
O 2.562 0.561 -0.748 -0.096
C 3.720 -0.056 -0.384 -0.221
C 4.884 -0.039 -1.145 -0.020
C 6.025 -0.686 -0.702 -0.085
C 6.023 -1.354 0.507 -0.094
C 4.868 -1.369 1.271 -0.043
C 3.712 -0.734 0.848 -0.135
C 2.471 -0.791 1.698 -0.107
N 1.801 0.491 1.792 0.069
C 0.495 0.627 1.488 -0.459
O -0.266 -0.315 1.386 0.075
C 0.054 2.076 1.286 -0.113
N -1.317 2.210 0.879 -0.266
C -2.336 1.987 1.874 -0.098
S -1.654 1.745 -0.685 0.704
O -2.932 2.291 -1.025 -0.267
O -0.522 2.191 -1.462 -0.310
C -1.717 -0.048 -0.850 -0.194
C -0.725 -0.659 -1.559 -0.046
C -0.729 -2.049 -1.745 -0.048
C -1.743 -2.806 -1.229 -0.019
C -2.789 -2.201 -0.504 -0.142
C -3.863 -2.930 0.047 -0.011
C -4.836 -2.268 0.744 -0.048
C -4.718 -0.876 0.896 -0.116
N -3.740 -0.169 0.405 0.118
C -2.779 -0.790 -0.298 -0.205
H 1.538 1.774 -1.969 0.062
H 2.690 0.701 -2.818 0.101
H 3.287 2.120 -1.912 0.102
H 4.907 0.474 -2.093 0.102
H 6.916 -0.662 -1.310 0.104
H 6.911 -1.857 0.857 0.100
H 4.860 -1.889 2.219 0.111
H 1.738 -1.484 1.268 0.135
H 2.733 -1.147 2.701 0.125
H 2.390 1.308 1.779 0.149
H 0.213 2.653 2.203 0.140
H 0.657 2.503 0.481 0.118
H -2.266 2.765 2.637 0.093
H -3.291 2.055 1.361 0.071
H -2.247 1.003 2.341 0.085
H 0.066 -0.052 -1.967 0.096
H 0.075 -2.511 -2.297 0.109
H -1.760 -3.879 -1.365 0.114
H -3.898 -4.002 -0.091 0.116
H -5.675 -2.792 1.177 0.101
H -5.463 -0.321 1.453 0.112
```

Computed properties:
2S+1 ... 1
Lowest unoccupied orbital energy ... 0.06 eV
SMILES ... COc1ccccc1CNC(=O)CN(C)S(=O)(=O)c1cccc2cccnc12

=====

What should be chosen as the least stable of them? Choose one).